[1]
This record from OMol25 describes a single C20H22N2O3 molecule at a distorted geometry. The level of theory is ωB97M-V with the def2-TZVPD basis set.

Positions of all 47 atoms, in Å:
O1 -0.5459 2.6621 -1.4220
C1 0.0995 1.7491 -1.8943
N1 0.1295 0.4857 -1.3678
C2 -0.6154 -0.0158 -0.3012
C3 -1.7031 0.5782 0.2172
C4 -2.4754 0.0455 1.3009
C5 -3.6342 0.5273 1.8637
C6 -3.9924 -0.3824 2.8814
C7 -3.0341 -1.3492 2.8732
O2 -2.1124 -1.0999 1.9270
H1 -2.8984 -2.2301 3.4693
H2 -4.8432 -0.3264 3.5292
H3 -4.1562 1.4167 1.5767
H4 -2.0471 1.5186 -0.1826
C8 -0.1144 -1.3728 0.1371
O3 -0.5305 -2.3871 -0.3935
N2 0.8741 -1.3712 1.0551
C9 1.4223 -0.1616 1.6290
H5 2.3263 0.1305 1.0732
C10 1.7776 -0.2892 3.1129
H6 2.7316 -0.8065 3.2316
C11 0.7098 -1.0081 3.9396
H7 0.7491 -0.6321 4.9643
H8 -0.2773 -0.7780 3.5398
C12 0.9100 -2.5231 3.9809
H9 1.9402 -2.7361 4.2801
H10 0.2554 -2.9443 4.7474
C13 0.6124 -3.2218 2.6575
H11 -0.4475 -3.1301 2.4170
H12 0.8440 -4.2841 2.7563
C14 1.4009 -2.6543 1.4767
H13 1.2981 -3.3345 0.6263
H14 2.4592 -2.5450 1.7204
H15 1.9151 0.7255 3.4919
H16 0.6843 0.6342 1.5068
H17 0.7604 -0.1782 -1.7944
C15 0.9796 1.9217 -3.0856
C16 1.2076 0.9050 -4.0093
C17 2.0172 1.1368 -5.1070
C18 2.6072 2.3766 -5.2909
C19 2.3717 3.3964 -4.3831
C20 1.5554 3.1728 -3.2909
H18 1.3493 3.9572 -2.5784
H19 2.8212 4.3671 -4.5308
H20 3.2419 2.5496 -6.1473
H21 2.1849 0.3471 -5.8245
H22 0.7291 -0.0584 -3.8998

Cartesian forces, eV/Å:
O -0.07 0.02 0.03
C 0.12 -0.05 0.08
N 0.20 -0.31 -0.09
C -0.80 0.21 0.15
C 0.61 -0.27 -0.33
C -0.92 0.57 0.35
C 0.72 -0.15 -0.44
C 0.34 -0.55 0.17
C -0.75 0.19 0.47
O 0.24 -0.02 -0.26
H 0.11 -0.14 0.02
H -0.15 -0.06 0.16
H -0.06 0.21 -0.13
H 0.04 0.01 -0.02
C 0.18 0.12 -0.06
O -0.20 -0.12 -0.15
N 0.04 -0.02 0.09
C 0.35 0.43 0.11
H -0.12 0.06 0.06
C -0.24 0.01 -0.12
H 0.07 0.04 0.02
C 0.25 -0.05 0.16
H -0.06 0.03 -0.02
H -0.11 0.07 0.06
C -0.28 0.03 -0.13
H 0.03 -0.02 0.07
H 0.06 -0.04 0.06
C 0.26 0.06 0.09
H -0.04 -0.08 -0.04
H -0.05 -0.05 -0.04
C -0.19 -0.48 -0.15
H 0.14 0.11 0.12
H 0.02 0.00 -0.03
H 0.09 0.00 -0.04
H 0.12 -0.07 0.02
H -0.06 0.18 0.01
C 0.13 0.17 -0.31
C -0.04 0.08 0.14
C 0.08 -0.04 -0.09
C 0.00 -0.04 -0.05
C 0.02 0.03 0.00
C -0.10 -0.09 0.12
H -0.03 0.07 0.05
H 0.04 0.07 0.00
H 0.05 0.01 -0.07
H 0.00 -0.05 -0.05
H -0.04 -0.08 0.01

Computed properties:
Structure (SMILES): O=C(N/C(=C/c1ccco1)C(=O)N1CCCCCC1)c1ccccc1
Multiplicity: 1
LUMO level: 0.411 eV
Strongest force on any atom: 0.022 hartree/bohr
Kohn-Sham gap: 8.05 eV



[2]
This record from OMol25 describes a molecular structure, C41H49BCl3GeN7O3S2V at a distorted geometry. The level of theory is ωB97M-V with the def2-TZVPD basis set.

Positions of all 108 atoms, in Å:
V1 1.0667 0.1090 0.8974
C1 -1.2799 -1.9205 -1.5727
C2 -1.0875 -3.2782 -0.9155
C3 -0.8553 -4.3321 -2.0064
C4 0.0150 -3.3325 0.1144
C5 0.5193 -4.5563 0.5932
C6 1.4484 -4.2142 1.5402
N1 1.4901 -2.8766 1.6225
N2 0.6117 -2.3173 0.7539
B1 2.4800 -2.1395 2.5421
N3 1.6935 -1.1925 3.4615
C7 1.8024 -1.0496 4.7858
C8 0.8562 -0.1373 5.1976
C9 0.1813 0.2530 4.0326
N4 0.7103 -0.3993 2.9828
C10 -1.0320 1.1414 3.9680
C11 -0.7153 2.5947 3.5946
C12 -1.7938 1.1025 5.2942
N5 3.4528 -1.3050 1.7069
C13 4.7906 -1.3565 1.6562
C14 5.2275 -0.3531 0.8178
C15 4.0647 0.2937 0.3735
N6 3.0069 -0.3088 0.9278
C16 3.9865 1.4158 -0.6225
C17 4.5972 0.9640 -1.9566
C18 4.6969 2.6727 -0.1149
H1 -2.2700 -1.8496 -2.0257
H2 -1.1591 -1.1269 -0.8438
H3 -0.5449 -1.7795 -2.3594
H4 -2.0174 -3.5426 -0.3986
H5 0.1384 -4.2161 -2.4411
H6 -0.9458 -5.3462 -1.6169
H7 -1.5911 -4.2017 -2.8021
H8 0.2486 -5.5517 0.2897
H9 2.0731 -4.8313 2.1625
H10 3.0898 -2.9285 3.2030
H11 2.5290 -1.6100 5.3488
H12 0.6884 0.2138 6.1998
H13 -1.6721 0.7283 3.1930
H14 0.1297 2.9702 4.1731
H15 -0.4732 2.6767 2.5386
H16 -1.5789 3.2348 3.7878
H17 -1.2543 1.6454 6.0726
H18 -2.7684 1.5752 5.1655
H19 -1.9501 0.0757 5.6311
H20 5.3398 -2.1043 2.2019
H21 6.2448 -0.1061 0.5705
H22 2.9361 1.6649 -0.7828
H23 5.6612 0.7487 -1.8368
H24 4.1042 0.0658 -2.3249
H25 4.4796 1.7591 -2.6945
H26 5.7605 2.4861 0.0522
H27 4.5917 3.4733 -0.8474
H28 4.2544 3.0164 0.8188
S1 3.2466 2.8030 3.5513
C19 2.3334 2.2008 2.4081
N7 1.6334 1.7063 1.5875
O1 -1.2225 0.5426 0.9624
S2 -2.3382 1.0229 0.0964
C20 -3.5216 -0.3545 0.0902
C21 -3.2964 -1.4581 0.8914
C22 -4.2273 -2.4870 0.9034
C23 -5.3597 -2.4098 0.1048
C24 -5.5645 -1.3029 -0.7098
C25 -4.6428 -0.2691 -0.7196
C26 -3.4226 2.0500 1.1328
C27 -3.9278 1.5855 2.3396
C28 -4.7329 2.4120 3.1027
C29 -5.0350 3.6940 2.6564
C30 -4.5424 4.1424 1.4424
C31 -3.7320 3.3174 0.6735
H29 -2.3864 -1.5123 1.4806
H30 -4.0666 -3.3515 1.5349
H31 -6.0811 -3.2168 0.1115
H32 -6.4470 -1.2472 -1.3336
H33 -4.7861 0.6004 -1.3508
H34 -3.6957 0.5860 2.6828
H35 -5.1275 2.0499 4.0435
H36 -5.6579 4.3387 3.2631
H37 -4.7685 5.1381 1.0860
H38 -3.3167 3.6809 -0.2554
Cl1 1.9235 4.8596 -1.8762
Ge1 0.6315 3.9682 -0.1455
Cl2 -1.2752 5.3189 -0.5967
Cl3 1.4874 5.3573 1.4462
C32 -0.1655 -0.1872 -7.4216
C33 0.2791 -0.2225 -5.9852
C34 -0.0464 0.7945 -5.1063
C35 0.3551 0.7858 -3.7741
C36 -0.0387 1.9782 -2.9559
C37 1.1194 -0.2982 -3.2829
C38 1.4724 -1.3335 -4.1834
C39 2.2930 -2.5471 -3.8226
C40 1.0436 -1.2718 -5.5039
C41 1.4766 -0.4447 -1.8158
O2 2.2697 -1.3034 -1.4605
O3 0.8728 0.3246 -0.9397
H39 -0.8987 0.6025 -7.5801
H40 -0.6059 -1.1401 -7.7182
H41 0.6881 0.0013 -8.0759
H42 -0.6451 1.6252 -5.4628
H43 -0.6462 2.6695 -3.5389
H44 0.8505 2.5180 -2.6320
H45 -0.5885 1.6946 -2.0665
H46 2.1095 -2.8746 -2.8065
H47 3.3584 -2.3128 -3.8828
H48 2.0819 -3.3591 -4.5209
H49 1.3054 -2.0821 -6.1768

Cartesian forces, eV/Å:
V -2.48 -1.87 0.07
C 0.04 -0.08 0.13
C 0.01 0.17 -0.16
C -0.06 0.00 0.13
C 0.02 -0.27 0.13
C 0.04 0.02 0.01
C -0.11 0.01 -0.07
N 0.13 -0.50 0.14
N 0.10 0.46 0.01
B -0.16 0.33 -0.14
N 0.03 -0.13 0.35
C -0.09 0.05 -0.06
C 0.01 0.08 -0.02
C 0.00 -0.26 0.14
N -0.11 0.01 0.08
C 0.06 0.18 0.01
C -0.05 -0.12 -0.06
C 0.03 -0.15 -0.10
N 0.39 -0.30 0.07
C 0.00 0.11 -0.16
C -0.06 0.00 0.03
C 0.12 -0.17 0.02
N 1.15 -0.14 -0.02
C 0.11 -0.01 -0.01
C -0.19 0.05 0.04
C -0.17 -0.01 0.03
H -0.02 -0.01 0.01
H 0.02 0.08 -0.11
H 0.02 0.02 -0.05
H 0.07 0.02 0.03
H 0.01 0.01 -0.01
H 0.02 -0.03 -0.06
H -0.03 -0.04 0.01
H -0.05 0.01 -0.04
H 0.06 0.06 0.02
H 0.05 -0.09 0.02
H 0.04 -0.03 -0.05
H -0.06 -0.03 0.02
H 0.06 -0.04 0.01
H 0.02 0.05 -0.01
H 0.09 0.08 -0.02
H -0.04 -0.03 0.02
H -0.01 0.00 0.03
H 0.01 0.07 0.04
H -0.02 0.01 0.05
H -0.05 0.00 0.09
H 0.01 -0.01 -0.05
H 0.01 0.01 -0.01
H 0.03 0.03 -0.01
H 0.05 -0.03 -0.04
H 0.05 0.01 -0.02
H 0.01 -0.04 0.01
H 0.00 0.01 -0.01
H 0.08 0.07 0.02
S 0.18 0.09 0.21
C -0.25 -0.17 -0.06
N 0.70 2.35 0.85
O 0.74 -0.23 0.34
S -1.02 0.04 0.24
C 0.13 0.06 -0.13
C 0.18 0.08 0.10
C -0.11 0.02 -0.03
C 0.03 -0.03 0.04
C -0.04 0.00 0.00
C 0.05 0.07 -0.04
C 0.27 0.06 -0.23
C -0.01 -0.11 0.12
C 0.06 -0.10 -0.04
C -0.02 0.05 -0.05
C -0.08 0.02 0.06
C 0.13 -0.02 -0.13
H 0.00 0.02 0.00
H 0.04 -0.01 -0.01
H -0.01 0.00 0.00
H 0.01 0.01 -0.03
H -0.05 0.00 -0.01
H -0.04 -0.01 -0.01
H 0.00 0.03 0.01
H 0.00 0.02 -0.02
H 0.02 0.02 0.03
H 0.09 0.04 -0.03
Cl -0.01 -0.16 0.10
Ge -0.18 0.68 -0.26
Cl 0.06 -0.10 -0.04
Cl -0.06 -0.14 0.00
C 0.06 0.01 0.08
C 0.00 0.01 0.00
C 0.00 -0.07 -0.05
C 0.04 -0.10 0.06
C 0.04 0.03 0.06
C -0.20 0.19 -0.13
C 0.05 -0.03 0.16
C -0.05 -0.05 0.03
C -0.06 0.04 0.01
C 0.51 -0.58 -0.36
O -0.09 0.20 -0.30
O -0.31 0.19 -0.98
H -0.01 -0.01 -0.05
H -0.01 0.00 -0.02
H -0.03 0.01 -0.05
H 0.03 0.04 0.03
H 0.04 -0.02 -0.06
H -0.03 0.04 0.07
H -0.04 0.03 0.07
H 0.01 -0.13 -0.04
H 0.01 0.00 0.08
H 0.02 0.06 -0.07
H 0.03 -0.02 0.03

Computed properties:
Total charge: -1
Multiplicity: 3
⟨S²⟩: 2.0125
LUMO level (alpha / beta): 2.032 / 2.032 eV
Strongest force on any atom: 0.060 hartree/bohr
Kohn-Sham gap (alpha / beta): 6.89 / 6.89 eV